A.
{"formula": "CH4N2P2", "method": "ωB97M-V with the def2-TZVPD basis set", "smiles": "C=NP[PH]#N", "e_lumo_ha": -0.029, "orbital_gap_ev": 8.399, "total_charge": 0, "symbols": ["C", "N", "P", "P", "N", "H", "H", "H", "H"], "xyz": [[-0.435, -1.060, 0.989], [0.594, -1.179, 0.251], [0.580, -0.534, -1.352], [-0.105, 1.393, -0.558], [-0.569, 1.595, 0.872], [-0.115, -1.407, 1.957], [-1.373, -0.706, 0.852], [2.039, -0.332, -1.450], [-0.615, 2.231, -1.561]], "nbo_charge": [0.0223, -0.7265, 0.4240, 0.8756, -0.9133, 0.1832, 0.1689, 0.0027, -0.0367]}



B.
{"formula": "CH4N2P2", "method": "ωB97M-V with the def2-TZVPD basis set", "e_lumo_ha": [-0.032, -0.032], "orbital_gap_ev": [6.435, 7.330], "total_charge": 0, "symbols": ["C", "N", "N", "P", "P", "H", "H", "H", "H"], "xyz": [[1.552, -0.314, -0.068], [1.577, -2.115, 1.021], [-0.835, 0.061, -1.162], [2.279, 1.225, 0.241], [0.758, 0.409, -1.430], [0.890, -2.617, 0.450], [-1.568, 0.524, -1.668], [-1.138, -0.514, -0.392], [1.974, 1.296, 1.611]], "nbo_charge": [-0.7085, -0.5954, -1.1426, 0.3843, 0.9727, 0.2628, 0.4107, 0.4175, -0.0014]}



C.
{"formula": "CH4N2P2", "method": "ωB97M-V with the def2-TZVPD basis set", "e_lumo_ha": [-0.060, -0.060], "orbital_gap_ev": [7.110, 7.114], "total_charge": 0, "symbols": ["C", "N", "N", "P", "P", "H", "H", "H", "H"], "xyz": [[1.142, -0.243, -1.416], [1.636, 0.750, -2.069], [0.171, -0.465, 1.190], [0.189, -1.684, -1.839], [1.206, -1.229, 0.086], [2.085, 1.424, -1.498], [0.279, 0.533, 1.165], [-0.753, -0.727, 0.887], [-1.581, -0.421, -1.145]], "nbo_charge": [-0.3925, -0.5654, -1.1268, 0.3812, 0.6988, 0.3352, 0.3889, 0.3967, -0.1161]}



Energy ordering: A at the bottom, the next structure 7.7 kJ/mol above.



A.
{"formula": "C2H10O3", "method": "ωB97M-V with the def2-TZVPD basis set", "smiles": "CO.CO.O", "e_lumo_ha": 0.019, "orbital_gap_ev": 11.129, "total_charge": 0, "symbols": ["C", "O", "H", "H", "H", "H", "C", "O", "H", "H", "H", "H", "O", "H", "H"], "xyz": [[-2.892, 0.398, 1.877], [-3.589, -0.802, 2.204], [-3.655, 1.031, 1.431], [-2.564, 0.917, 2.779], [-2.049, 0.234, 1.220], [-2.943, -1.481, 2.416], [2.798, -0.608, -1.629], [4.205, -0.369, -1.756], [2.458, -1.435, -2.241], [2.511, -0.650, -0.574], [2.278, 0.310, -1.943], [4.305, 0.583, -1.694], [-0.283, 1.002, -0.588], [0.214, 0.587, -1.302], [-0.792, 0.284, -0.201]], "nbo_charge": [-0.2360, -0.7192, 0.1885, 0.1659, 0.1409, 0.4612, -0.2522, -0.7175, 0.1858, 0.1700, 0.1483, 0.4660, -0.9309, 0.4663, 0.4629]}



B.
{"formula": "C2H10O3", "method": "ωB97M-V with the def2-TZVPD basis set", "smiles": "CCO.O.O", "e_lumo_ha": 0.011, "orbital_gap_ev": 11.430, "total_charge": 0, "symbols": ["C", "C", "O", "H", "H", "H", "H", "H", "H", "O", "H", "H", "O", "H", "H"], "xyz": [[-0.941, -0.641, -1.299], [-0.663, 0.428, -0.240], [0.576, 1.125, -0.491], [-0.103, -1.052, -1.869], [-1.609, -1.405, -0.909], [-1.569, -0.275, -2.159], [-0.558, -0.197, 0.679], [-1.476, 1.148, -0.177], [1.089, 0.883, 0.285], [2.900, 2.980, -0.668], [2.401, 2.194, -0.927], [2.160, 3.459, -0.268], [-2.008, -3.712, 2.372], [-1.639, -2.907, 1.982], [-1.160, -4.155, 2.491]], "nbo_charge": [-0.6518, -0.0675, -0.7434, 0.2302, 0.2114, 0.2088, 0.1549, 0.1829, 0.4738, -0.9370, 0.4743, 0.4630, -0.9188, 0.4574, 0.4618]}



C.
{"formula": "C2H10O3", "method": "ωB97M-V with the def2-TZVPD basis set", "smiles": "C=C.O.O.O", "e_lumo_ha": 0.019, "orbital_gap_ev": 10.834, "total_charge": 0, "symbols": ["C", "C", "H", "H", "H", "H", "O", "H", "H", "O", "H", "H", "O", "H", "H"], "xyz": [[-2.442, -0.771, -0.059], [-1.790, 0.160, 0.632], [-1.878, -1.507, -0.624], [-3.517, -0.714, -0.144], [-0.778, 0.085, 1.003], [-2.299, 1.072, 0.907], [2.690, 0.066, -0.428], [2.271, 0.900, -0.147], [3.535, 0.060, 0.033], [0.954, -2.425, -0.535], [1.643, -1.744, -0.620], [0.286, -1.976, -0.006], [0.726, 2.118, 0.234], [0.536, 3.041, 0.029], [0.063, 1.635, -0.275]], "nbo_charge": [-0.3709, -0.4236, 0.2037, 0.2003, 0.1964, 0.1917, -0.9759, 0.4994, 0.4736, -0.9532, 0.4936, 0.4549, -0.9556, 0.4812, 0.4842]}



D.
{"formula": "C2H10O3", "method": "ωB97M-V with the def2-TZVPD basis set", "smiles": "CCO.O.O", "e_lumo_ha": 0.016, "orbital_gap_ev": 11.065, "total_charge": 0, "symbols": ["C", "C", "O", "H", "H", "H", "H", "H", "H", "O", "H", "H", "O", "H", "H"], "xyz": [[-1.793, -0.674, -0.477], [-0.705, -0.027, 0.319], [0.399, 0.297, -0.561], [-2.428, 0.034, -0.964], [-2.478, -1.201, 0.200], [-1.378, -1.467, -1.086], [-1.042, 0.912, 0.765], [-0.309, -0.688, 1.089], [1.106, 0.658, -0.009], [0.570, 2.015, -3.063], [0.765, 1.662, -2.182], [-0.337, 2.327, -2.975], [1.169, -1.789, 3.457], [0.918, -1.092, 4.067], [2.084, -1.662, 3.193]], "nbo_charge": [-0.6326, -0.0667, -0.7503, 0.2109, 0.2145, 0.2255, 0.1575, 0.1782, 0.4667, -0.9484, 0.4827, 0.4609, -0.9454, 0.4728, 0.4735]}



Energy ordering: D at the bottom, the next structure 39.3 kJ/mol above.



A.
{"formula": "C8H6N2O", "method": "ωB97M-V with the def2-TZVPD basis set", "smiles": "N#CNC(=O)c1ccccc1", "e_lumo_ha": 0.000, "orbital_gap_ev": 9.936, "total_charge": 0, "symbols": ["N", "C", "N", "C", "O", "C", "C", "C", "C", "C", "C", "H", "H", "H", "H", "H", "H"], "xyz": [[-3.114, -1.882, 0.010], [-2.870, -0.765, -0.057], [-2.581, 0.554, -0.025], [-1.369, 1.181, 0.042], [-1.379, 2.405, 0.011], [-0.069, 0.491, 0.093], [0.007, -0.905, 0.035], [1.215, -1.559, 0.018], [2.389, -0.781, -0.021], [2.272, 0.599, -0.045], [1.066, 1.255, -0.068], [-3.329, 1.179, -0.093], [-0.953, -1.450, 0.027], [1.201, -2.674, 0.002], [3.434, -1.245, -0.072], [3.167, 1.248, 0.147], [0.915, 2.348, -0.005]], "nbo_charge": [-0.3323, 0.4196, -0.6516, 0.6723, -0.5807, -0.1686, -0.1922, -0.2041, -0.1833, -0.2236, -0.1566, 0.4392, 0.2331, 0.2269, 0.2276, 0.2213, 0.2530]}



B.
{"formula": "C8H6N2O", "method": "ωB97M-V with the def2-TZVPD basis set", "e_lumo_ha": [-0.050, -0.050], "orbital_gap_ev": [5.668, 5.659], "total_charge": 0, "symbols": ["C", "C", "C", "C", "C", "C", "C", "C", "N", "N", "O", "H", "H", "H", "H", "H", "H"], "xyz": [[-0.410, 0.874, -2.269], [-1.124, -1.033, 0.611], [1.002, -0.727, 3.486], [-1.649, 0.355, -2.636], [-1.360, -0.419, -0.672], [-0.220, 0.386, -0.965], [0.153, -0.735, 0.941], [1.876, 0.748, 0.152], [-2.206, -0.450, -1.696], [0.700, 0.229, 0.032], [0.168, -0.855, 4.299], [0.223, 1.517, -2.849], [-1.783, -1.693, 1.139], [2.085, -0.658, 3.574], [-2.185, 0.547, -3.547], [2.226, 1.462, -0.575], [2.504, 0.454, 0.972]], "nbo_charge": [-0.3132, -0.2404, 0.5161, -0.0546, 0.0750, -0.0568, -0.0177, -0.0204, -0.4304, -0.2615, -0.4176, 0.2134, 0.2407, 0.1716, 0.1942, 0.2064, 0.1951]}



Energy ordering: A at the bottom, the next structure 659.7 kJ/mol above.



A.
{"formula": "C3H12NO3S", "method": "ωB97M-V with the def2-TZVPD basis set", "e_lumo_ha": 0.105, "orbital_gap_ev": 6.631, "total_charge": -1, "symbols": ["C", "C", "S", "N", "C", "O", "H", "H", "H", "H", "H", "H", "H", "H", "H", "H", "O", "H", "H", "O"], "xyz": [[-0.312, -1.485, -0.241], [-1.044, -1.076, -1.522], [-2.236, -2.321, -2.053], [0.711, -0.511, 0.061], [0.099, 0.782, 0.617], [0.701, 1.153, 1.755], [0.212, -2.422, -0.434], [-1.028, -1.635, 0.566], [-1.492, -0.130, -1.293], [-0.291, -0.841, -2.278], [-1.535, -3.342, -1.579], [1.345, -0.772, 0.811], [-0.969, 0.541, 0.827], [0.218, 1.521, -0.163], [-0.082, 1.734, 2.995], [-0.357, 3.198, 3.305], [-0.629, 2.336, 3.614], [2.041, 0.924, -0.954], [2.202, 0.920, -2.407], [2.446, 1.426, -1.628]], "nbo_charge": [-0.2170, -0.5323, -0.0647, -0.7247, 0.1202, -0.9428, 0.1701, 0.1696, 0.2302, 0.2045, 0.1092, 0.3818, 0.0782, 0.1014, 0.5147, 0.4422, -1.0311, 0.4935, 0.4499, -0.9528]}



B.
{"formula": "C3H12NO3S", "method": "ωB97M-V with the def2-TZVPD basis set", "e_lumo_ha": 0.116, "orbital_gap_ev": 7.173, "total_charge": -1, "symbols": ["C", "C", "S", "N", "C", "O", "H", "H", "H", "H", "H", "H", "H", "H", "H", "H", "O", "H", "H", "O"], "xyz": [[0.141, -0.070, 0.075], [0.807, -1.422, -0.092], [2.363, -1.568, 0.698], [-1.173, -0.125, -0.710], [-1.803, 1.384, -0.578], [-1.030, 2.182, -1.217], [0.705, 0.863, -0.239], [-0.012, 0.207, 1.140], [0.115, -2.181, 0.423], [0.874, -1.644, -1.098], [3.191, -0.857, -0.049], [-0.936, -0.241, -1.677], [-1.974, 1.698, 0.457], [-2.664, 1.293, -1.148], [0.324, 2.565, -0.390], [0.573, 3.891, 0.343], [0.994, 3.025, 0.308], [-2.116, -1.510, -0.059], [-2.686, -1.594, 1.384], [-2.446, -2.192, 0.695]], "nbo_charge": [-0.2580, -0.5589, -0.0517, -0.7337, 0.1516, -0.9047, 0.2161, 0.1936, 0.2546, 0.2014, 0.1085, 0.3457, 0.1008, 0.1055, 0.5024, 0.4472, -1.0422, 0.5039, 0.4494, -1.0315]}



Energy ordering: A at the bottom, the next structure 66.0 kJ/mol above.